Computed, not measured: a single C3H6N2O molecule at a distorted geometry, with the ωB97M-V functional and the def2-TZVPD basis.

## Properties
Total charge = 0
DFT total energy = -302.61378 Eh
Frontier orbital gap = 11.337 eV
Maximum force = 5.50 eV Å⁻¹
2S+1 = 1
Energy above the lowest of the compared OMol25 structures with the same formula, charge and spin = 2.1585 eV

The geometry in XYZ format:
```
12
Properties=species:S:1:pos:R:3:forces:R:3
H 0.678 1.430 1.142 0.0923 -0.4290 -0.1363
H 1.656 -1.232 0.819 -0.3913 -0.1037 0.1014
C -0.211 -0.468 0.497 3.1227 0.0230 1.8340
H -0.205 -0.870 -1.499 0.0186 -0.0881 0.2889
H -1.072 -0.401 1.161 0.1872 -0.0356 -0.0386
H 1.334 0.773 -0.424 0.0690 -0.2187 0.3190
H -1.327 -1.709 -0.639 0.4028 -0.0076 0.0304
C -0.574 1.760 -0.647 0.9678 -1.5060 0.0927
N -1.336 2.076 -1.463 0.7250 -0.0105 1.0122
C 0.479 0.841 0.249 -3.3139 3.5273 -2.6094
O 0.967 -0.884 1.406 -1.2559 -1.1383 -0.3015
N -0.389 -1.317 -0.602 -0.6242 -0.0127 -0.5927
```
Forces are in eV/Å.

Partial atomic charges computed with the Löwdin method, in multiples of e: H 0.109; H 0.076; C -0.420; H 0.092; H 0.151; H 0.114; H 0.097; C -0.173; N 0.089; C -0.116; O -0.104; N 0.085